# 1
Molecular formula: C22H28AsClCoN2O4PS
Method: DFT, the ωB97M-V functional and the def2-TZVPD basis

Structure (ORCA input):
```
! RIJCOSX wB97M-V def2-TZVPD def2/J DEFGRID3
* xyz 2 5
Co 0.6192 0.4186 -0.0159
Cl -6.5964 -1.9196 0.3603
C -4.8932 -1.7907 0.4722
C -4.1393 -2.8720 0.9039
C -2.7604 -2.7597 0.9698
C -2.1337 -1.5815 0.6192
O -0.7022 -1.4964 0.6251
C -2.8687 -0.4500 0.2286
C -2.4005 0.9032 -0.0119
N -1.2229 1.3871 0.1899
C -1.0321 2.7780 0.2636
C -1.9958 3.7485 0.4811
C -1.6142 5.0569 0.7853
C -0.2835 5.4036 1.0044
C 0.7154 4.4590 0.8233
C 2.1028 4.6171 1.1870
C 2.9817 3.6227 0.9844
C 2.5892 2.3955 0.2579
N 1.2257 2.3130 -0.1318
C 0.3394 3.1871 0.2963
C -4.2596 -0.6044 0.1524
H -4.6225 -3.7969 1.1862
H -2.1884 -3.6091 1.3122
H -3.1899 1.5897 -0.3136
H -3.0496 3.5023 0.4882
H -2.3842 5.8037 0.9239
H -0.0289 6.3987 1.3446
H 2.4039 5.5303 1.6843
H 4.0110 3.7030 1.3069
H 3.2614 2.2074 -0.5810
H -4.8636 0.2422 -0.1484
C 3.2420 0.0549 -2.6310
As 1.3262 -0.0194 -2.2862
C 0.6967 1.4117 -3.4458
C 0.8532 -1.5939 -3.3422
S 2.6033 0.7672 1.2246
H 3.4331 -0.2642 -3.6543
H 3.7910 -0.5789 -1.9381
H 3.5902 1.0804 -2.5220
H 1.1384 1.3253 -4.4369
H 0.9728 2.3724 -3.0135
H -0.3890 1.3717 -3.5291
H 1.0970 -1.3988 -4.3850
H -0.2112 -1.8112 -3.2623
H 1.4269 -2.4559 -3.0032
C -0.1918 -4.8313 -0.0837
O -0.1536 -4.0261 1.1334
P 0.3107 -2.5546 1.2071
O 1.5488 -2.3519 0.3014
C 2.8390 -2.9438 0.6831
O 0.6506 -2.2960 2.6731
C -0.0030 -1.4710 3.6837
H 0.2588 -5.7875 0.1607
H 0.3582 -4.3488 -0.8892
H -1.2306 -4.9727 -0.3706
H 3.3079 -3.2795 -0.2357
H 2.7034 -3.7808 1.3664
H 3.4382 -2.1680 1.1514
H 0.7932 -0.9938 4.2442
H -0.5813 -2.1218 4.3327
H -0.6393 -0.7211 3.2186
*
```

Output
Kohn-Sham gap (alpha / beta) = 0.22633 / 0.23620 Eh
E_LUMO (alpha / beta) = -6.501 / -7.240 eV
ΔE to the lowest compared entry with this formula, charge and spin = 0.0 kJ/mol

# 2
Molecular formula: C22H28BaN6Se
Method: DFT, the ωB97M-V functional and the def2-TZVPD basis

Structure (ORCA input):
```
! RIJCOSX wB97M-V def2-TZVPD def2/J DEFGRID3
* xyz 0 1
Ba -1.3873 -0.5129 -0.0418
C 1.5107 -1.2251 -2.7249
C 2.2073 -1.7429 -1.4935
C 3.1125 -2.7988 -1.5799
C 3.7125 -3.3228 -0.4508
C 3.3793 -2.8374 0.7935
C 2.4666 -1.7949 0.9305
C 1.9564 -1.4662 2.2996
C 2.0069 -1.1228 -0.2409
N 1.0964 -0.0448 -0.0942
C 1.3101 1.2475 -0.1605
C 2.7307 1.7685 -0.3459
C 0.3296 2.3194 0.1364
C 0.8873 3.7126 0.3772
N -0.9878 2.0878 0.2870
C -2.0076 3.0761 0.3418
C -2.3467 3.8508 -0.7785
C -1.8697 3.5279 -2.1592
C -3.1451 4.9766 -0.5880
C -3.7714 5.2134 0.6323
C -3.5744 4.3330 1.6775
C -2.6648 3.2813 1.5666
C -2.4115 2.3824 2.7934
H 2.0527 -1.5217 -3.6017
H 1.4748 -0.1503 -2.7494
H 0.4803 -1.6296 -2.7902
H 3.2672 -3.2464 -2.5689
H 4.4762 -4.1043 -0.5677
H 3.8497 -3.2580 1.6875
H 2.4462 -2.0324 3.0771
H 0.8567 -1.7130 2.4051
H 2.0369 -0.4043 2.5141
H 3.3903 0.9469 -0.7088
H 3.0997 2.1731 0.6122
H 2.7646 2.5758 -1.0723
H 1.9367 3.7292 0.6587
H 0.2397 4.2080 1.1434
H 0.8313 4.3378 -0.5244
H -1.1755 2.6726 -2.1412
H -1.3761 4.3950 -2.6389
H -2.7437 3.3037 -2.7907
H -3.3278 5.6569 -1.4468
H -4.4680 6.0360 0.7797
H -4.0798 4.4469 2.6429
H -2.2015 2.9943 3.6567
H -1.5488 1.7409 2.6401
H -3.2889 1.7712 2.9987
Se -1.0146 -2.6192 2.4930
N -0.9004 -7.1399 -0.6974
C -0.9879 -5.8147 -0.5888
N -1.2023 -5.2683 0.6090
N -0.9820 -5.0910 -1.7034
C -1.1661 -3.8287 -1.6617
N -1.3901 -2.6837 -1.6642
H -0.8203 -7.7118 0.1402
H -0.7087 -7.5744 -1.5712
H -1.1954 -5.8497 1.4426
H -1.1651 -4.2561 0.8090
*
```

Output
Kohn-Sham gap (alpha / beta) = 0.11652 / 0.10329 Eh
E_LUMO (alpha / beta) = -1.548 / -1.730 eV
ΔE to the lowest compared entry with this formula, charge and spin = 0.0 kJ/mol

# 3
Molecular formula: C22H28Cl5N4O3RbS2
Method: DFT, the ωB97M-V functional and the def2-TZVPD basis

Structure (ORCA input):
```
! RIJCOSX wB97M-V def2-TZVPD def2/J DEFGRID3
* xyz -2 1
Rb 0.9147 -0.1582 0.0416
C -2.9041 0.2395 6.3991
C -1.8563 -0.8417 6.1420
N -0.7029 -0.3764 5.4132
C -0.7125 -0.0493 4.0719
S 0.7003 0.7303 3.4976
N -1.8277 -0.4251 3.4627
N -1.8733 -0.1530 2.1333
C -2.9598 -0.5092 1.5433
C -4.0951 -1.2231 2.2316
C -3.1265 -0.1625 0.1108
C -4.3638 -0.3301 -0.5198
C -4.5043 0.0350 -1.8495
C -3.4170 0.5612 -2.5213
C -2.2146 0.6902 -1.8281
N -2.0767 0.3339 -0.5555
H -3.7596 -0.1714 6.9436
H -3.2514 0.6399 5.4472
H -2.4807 1.0568 6.9873
H -2.3117 -1.6622 5.5857
H -1.4990 -1.2486 7.0932
H 0.0674 0.0270 5.9167
H -3.7585 -1.5740 3.2025
H -4.4390 -2.0695 1.6315
H -4.9515 -0.5575 2.3836
H -5.2063 -0.7330 0.0241
H -5.4603 -0.0881 -2.3473
H -3.4772 0.8636 -3.5591
H -1.3098 1.1049 -2.2804
Cl 5.0012 -6.5178 -3.6774
C 4.2447 -5.3526 -2.6365
C 2.9196 -4.9634 -2.8356
Cl 2.0263 -5.6643 -4.1499
C 2.3132 -4.0396 -2.0079
Cl 0.6745 -3.5560 -2.2686
C 2.9829 -3.4231 -0.8920
O 2.4330 -2.6042 -0.1298
C 4.3490 -3.8534 -0.7389
Cl 5.2204 -3.1464 0.5764
C 4.9443 -4.7765 -1.5743
Cl 6.5966 -5.2430 -1.3066
C 1.9564 4.6902 1.2431
S 1.6348 3.4686 -0.0583
C -0.0149 3.0605 0.5237
O 2.5601 2.3472 0.2923
H 1.8489 4.1988 2.2109
H 1.2667 5.5301 1.1511
H 2.9809 5.0355 1.1109
H -0.6115 3.9739 0.5045
H 0.0465 2.6371 1.5297
H -0.4268 2.3488 -0.1877
C 1.8771 2.9759 -3.6892
C 1.3264 1.5895 -3.2905
C 2.5250 0.6281 -3.1350
C 0.4499 1.0765 -4.4571
O 0.6017 1.6581 -2.1333
H 2.4247 2.9538 -4.6399
H 2.5481 3.3382 -2.9077
H 1.0455 3.6809 -3.7764
H 3.1521 0.5740 -4.0333
H 2.1620 -0.3812 -2.9173
H 3.1394 0.9602 -2.2948
H 0.9913 1.0225 -5.4090
H -0.4081 1.7460 -4.5796
H 0.0754 0.0777 -4.2174
*
```

Output
Kohn-Sham gap = 0.22757 Eh
E_LUMO = 3.983 eV
ΔE to the lowest compared entry with this formula, charge and spin = 29.2 kJ/mol